1.
Below is a 2-piece molecular cluster, C2H9N overall, with properties calculated with the ωB97M-V functional and the def2-TZVPD basis.

Properties
Max |F|   2.953 eV Å⁻¹
Calculated total energy   -135.9360 hartree
Expectation value of S²   0.753
Multiplicity   2
Frontier orbital gap (spin up / spin down)   7.6 / 1.7 eV
Highest occupied orbital energy (spin up / spin down)   -12.62 / -12.62 eV
Total charge   +1

Positions of all 12 atoms, in Å:
N: 3.730 5.151 -1.518
H: 4.504 5.833 -1.457
H: 2.891 5.201 -2.117
H: 3.395 4.950 -0.556
C: -1.571 -1.910 0.961
C: -2.084 -3.289 0.579
H: -2.131 -1.355 1.699
H: -1.393 -1.510 -0.056
H: -0.500 -1.959 1.194
H: -2.244 -3.977 1.420
H: -3.056 -3.342 0.086
H: -1.541 -3.793 -0.235



2.
Below is a 2-piece molecular cluster, C2H9N2 overall, with properties calculated with the ωB97M-V functional and the def2-TZVPD basis.

Properties
Max |F|   4.374 eV Å⁻¹
Calculated total energy   -190.7850 hartree
Multiplicity   1
Frontier orbital gap   10.7 eV
Highest occupied orbital energy   -14.50 eV
Total charge   +1

Positions of all 13 atoms, in Å:
N: -1.590 1.261 0.017
H: -1.030 2.036 -0.238
H: -1.974 1.291 1.032
H: -2.334 1.105 -0.594
H: -0.992 0.388 0.047
C: 0.623 -1.527 0.638
C: 1.295 0.237 -0.916
N: 0.560 -0.057 0.127
H: 1.683 -1.942 0.753
H: -0.042 -2.254 -0.027
H: 0.374 -1.334 1.776
H: 1.623 1.289 -1.009
H: 1.803 -0.491 -1.606



3.
Below is a 2-piece molecular cluster, C2H9N2 overall, with properties calculated with the ωB97M-V functional and the def2-TZVPD basis.

Properties
Max |F|   1.699 eV Å⁻¹
Calculated total energy   -190.8426 hartree
Multiplicity   1
Frontier orbital gap   10.3 eV
Highest occupied orbital energy   -15.08 eV
Total charge   +1

Positions of all 13 atoms, in Å:
N: -1.144 -0.186 -1.985
H: -1.196 -1.203 -1.952
H: -1.995 0.328 -1.814
H: -0.820 0.021 -2.904
H: -0.168 -0.249 -0.384
C: 0.007 -0.330 1.745
C: 1.491 0.780 0.253
N: 0.434 0.095 0.416
H: -1.086 -0.314 1.802
H: 0.227 -1.388 1.885
H: 0.372 0.298 2.547
H: 1.962 0.862 -0.719
H: 1.916 1.287 1.111



4.
Below is a 2-piece molecular cluster, C2H9N2 overall, with properties calculated with the ωB97M-V functional and the def2-TZVPD basis.

Properties
Max |F|   2.030 eV Å⁻¹
Calculated total energy   -190.8523 hartree
Multiplicity   1
Frontier orbital gap   11.1 eV
Highest occupied orbital energy   -15.64 eV
Total charge   +1

Positions of all 13 atoms, in Å:
C: -0.017 3.395 1.092
H: -0.105 2.560 0.394
H: -0.349 4.341 0.680
H: 1.027 3.432 1.323
H: -0.684 3.230 1.935
N: 0.171 -0.944 -0.477
C: -0.081 -2.063 -1.103
N: 0.046 -3.277 -0.612
H: 0.769 -0.966 0.341
H: -0.372 -0.099 -0.568
H: -0.653 -2.023 -2.023
H: -0.470 -4.017 -1.065
H: 0.717 -3.570 0.084



5.
Below is a 2-piece molecular cluster, C2H9N2 overall, with properties calculated with the ωB97M-V functional and the def2-TZVPD basis.

Properties
Max |F|   2.151 eV Å⁻¹
Calculated total energy   -190.3063 hartree
Expectation value of S²   0.753
Multiplicity   2
Frontier orbital gap (spin up / spin down)   12.8 / 6.9 eV
Highest occupied orbital energy (spin up / spin down)   -21.77 / -21.77 eV
Total charge   +2

Positions of all 13 atoms, in Å:
N: 2.255 -1.003 -0.463
H: 2.832 -0.147 -0.479
H: 2.321 -1.549 -1.334
H: 2.232 -1.556 0.407
H: 0.395 0.189 -0.132
C: -1.235 0.128 1.278
C: -1.218 0.973 -1.018
N: -0.604 0.375 -0.076
H: -1.002 -0.909 1.498
H: -2.282 0.351 1.195
H: -0.677 0.744 1.980
H: -0.738 1.226 -1.957
H: -2.278 1.179 -0.901



6.
Below is a 2-piece molecular cluster, C2H9N2O overall, with properties calculated with the ωB97M-V functional and the def2-TZVPD basis.

Properties
Max |F|   0.893 eV Å⁻¹
Calculated total energy   -266.2461 hartree
Expectation value of S²   0.754
Multiplicity   2
Frontier orbital gap (spin up / spin down)   9.7 / 7.0 eV
Highest occupied orbital energy (spin up / spin down)   -8.94 / -8.91 eV
Total charge   0

Positions of all 14 atoms, in Å:
C: -0.760 1.655 1.540
O: -0.751 0.332 1.914
H: 0.196 2.012 1.159
H: -1.582 1.854 0.837
H: -1.086 2.154 2.470
N: 0.520 -1.603 0.146
C: 0.313 -1.386 -1.278
N: 0.387 0.012 -1.761
H: 1.420 -1.212 0.424
H: -0.139 -1.045 0.698
H: 1.043 -1.970 -1.827
H: -0.707 -1.700 -1.488
H: -0.196 0.549 -1.126
H: 1.340 0.349 -1.708



7.
Below is a 3-piece molecular cluster, C2H9N2O overall, with properties calculated with the ωB97M-V functional and the def2-TZVPD basis.

Properties
Max |F|   1.425 eV Å⁻¹
Calculated total energy   -266.2239 hartree
Expectation value of S²   0.788
Multiplicity   2
Frontier orbital gap (spin up / spin down)   11.1 / 8.2 eV
Highest occupied orbital energy (spin up / spin down)   -10.19 / -10.19 eV
Total charge   0

Positions of all 14 atoms, in Å:
C: -0.346 -0.484 -2.335
N: 0.126 -0.147 -1.036
C: 0.769 0.978 -0.923
N: 1.187 1.386 0.274
H: 0.153 -0.033 -3.185
H: -1.423 -0.391 -2.335
H: -0.281 -1.563 -2.497
H: -2.245 -1.141 3.261
H: 0.902 1.623 -1.806
H: -2.263 -1.837 3.528
H: 2.076 1.881 0.233
H: 0.455 0.222 1.513
H: 0.793 -0.328 2.973
O: 0.095 -0.166 2.336



8.
Below is an isolated ion of composition C2H9N2O and charge +1, with properties calculated with the ωB97M-V functional and the def2-TZVPD basis.

Properties
Max |F|   4.855 eV Å⁻¹
Calculated total energy   -266.0135 hartree
SMILES   C[C@H](N)O[NH3+]
Multiplicity   1
Frontier orbital gap   12.2 eV
Highest occupied orbital energy   -15.70 eV
Total charge   +1

Positions of all 14 atoms, in Å:
C: -1.569 0.812 0.173
C: -0.398 0.108 -0.391
N: -0.212 -1.281 0.026
O: 0.824 0.913 -0.041
N: 1.907 0.094 0.132
H: -1.428 0.759 1.301
H: -2.474 0.321 -0.106
H: -1.708 1.794 -0.198
H: -0.399 0.288 -1.635
H: -0.666 -1.343 0.891
H: -0.197 -1.929 -0.740
H: 2.491 0.132 -0.684
H: 2.434 0.248 1.024
H: 1.395 -0.917 0.246



9.
Below is C2H9N2O as an isolated structure, with properties calculated with the ωB97M-V functional and the def2-TZVPD basis.

Properties
Max |F|   1.090 eV Å⁻¹
Calculated total energy   -266.0685 hartree
Multiplicity   1
Frontier orbital gap   10.1 eV
Highest occupied orbital energy   -14.37 eV
Total charge   +1

Positions of all 14 atoms, in Å:
N: 2.023 -1.681 -0.490
C: 0.859 -1.015 -0.169
O: 0.872 0.512 -0.402
H: 2.254 -1.758 -1.473
H: 2.830 -1.413 0.061
H: 0.040 -1.254 -0.845
H: 0.535 -1.163 0.858
H: 1.561 0.872 0.181
C: -2.403 0.827 0.347
N: -1.303 1.450 0.483
H: -2.371 -0.169 -0.076
H: -3.302 1.305 0.709
H: -1.391 2.422 0.781
H: -0.204 1.065 0.034



10.
Below is a 2-piece molecular cluster, C2H9N2O overall, with properties calculated with the ωB97M-V functional and the def2-TZVPD basis.

Properties
Max |F|   1.199 eV Å⁻¹
Calculated total energy   -266.0877 hartree
Multiplicity   1
Frontier orbital gap   11.9 eV
Highest occupied orbital energy   -14.88 eV
Total charge   +1

Positions of all 14 atoms, in Å:
C: 2.015 0.628 0.359
C: 0.624 0.140 0.280
N: -2.737 -0.126 -0.039
N: 1.789 -0.599 -0.427
O: -0.286 0.684 -0.490
H: 2.305 1.495 -0.217
H: 2.565 0.498 1.281
H: 0.280 -0.454 1.131
H: -3.304 0.598 -0.472
H: -3.015 -0.204 0.932
H: 2.143 -1.486 -0.076
H: 1.849 -0.510 -1.439
H: -2.943 -1.002 -0.509
H: -1.284 0.338 -0.315



11.
Below is a 2-piece molecular cluster, C2H9N2O overall, with properties calculated with the ωB97M-V functional and the def2-TZVPD basis.

Properties
Max |F|   2.218 eV Å⁻¹
Calculated total energy   -266.0126 hartree
Multiplicity   1
Frontier orbital gap   7.9 eV
Highest occupied orbital energy   -12.17 eV
Total charge   +1

Positions of all 14 atoms, in Å:
C: 0.952 -0.167 -0.496
C: 0.298 1.077 -0.581
N: -0.948 1.307 0.206
N: 2.196 -0.142 0.013
H: 0.425 -1.082 -0.745
H: 0.333 1.733 -1.458
H: -0.832 1.698 1.144
H: -1.399 0.384 0.294
H: -1.638 1.934 -0.253
H: 2.756 -0.993 0.011
H: 2.247 0.401 0.856
H: -2.232 -2.321 -0.043
H: -1.306 -2.165 1.096
O: -1.829 -1.621 0.488



12.
Below is a 2-piece molecular cluster, C2H9N2O overall, with properties calculated with the ωB97M-V functional and the def2-TZVPD basis.

Properties
Max |F|   6.726 eV Å⁻¹
Calculated total energy   -266.0955 hartree
Multiplicity   1
Frontier orbital gap   10.9 eV
Highest occupied orbital energy   -14.81 eV
Total charge   +1

Positions of all 14 atoms, in Å:
C: -1.557 0.328 -1.215
N: -0.659 -0.053 -0.143
C: -0.278 1.013 0.635
N: 0.724 0.941 1.576
H: -1.268 0.016 -2.252
H: -1.858 1.462 -1.101
H: -2.549 -0.156 -1.026
H: -0.172 -0.914 -0.391
H: -0.747 1.963 0.382
H: 1.008 0.115 1.942
H: 0.988 1.867 1.932
H: 1.375 -2.682 -0.240
H: 2.311 -1.758 -1.039
O: 1.433 -1.772 -0.595